No. 1
A 2-piece molecular cluster, C5H10N2O2 overall at a distorted geometry. Source: the OMol25 dataset; level of theory: the ωB97M-V functional and the def2-TZVPD basis.

Output
Max |F| in eV/Å: 3.39
Lowest unoccupied orbital energy in eV: 0.686
SMILES: CC1=NCCC1.O=NO
ΔE to the lowest compared entry with this formula, charge and spin in kJ/mol: 434.4
Total charge: 0
Electronic energy in eV: -12418.96992
Frontier orbital gap in eV: 10.205

The geometry in XYZ format:
```
19
Properties=species:S:1:pos:R:3:forces:R:3:nbo_charge:R:1
C -0.8290 -1.4184 0.4105 -0.2 -0.2 -1.6 -0.437
C -1.2285 0.0463 0.3840 1.8 0.5 -2.8 -0.471
C 0.6114 -1.4179 -0.1133 0.9 -0.1 -0.9 -0.241
C 0.0953 0.7553 -0.1009 -1.5 -0.8 0.7 0.358
C 0.2229 2.2101 -0.1757 -0.6 0.3 -0.9 -0.683
N 0.9507 -0.0525 -0.5050 1.5 -0.8 0.2 -0.474
N 3.9492 -0.3351 0.3910 -0.2 0.4 0.2 0.326
O 3.6253 -0.4111 -0.9544 -0.5 0.8 0.1 -0.602
O 5.1107 -0.3236 0.6244 -0.9 -0.3 -0.9 -0.305
H -0.7144 -1.8455 1.3734 -0.9 -0.4 1.0 0.222
H -1.5212 -1.9697 -0.2924 0.8 0.1 1.2 0.219
H -1.7804 0.2442 -0.5622 -0.5 -0.2 0.8 0.218
H -1.7437 0.4362 1.2053 -0.6 0.7 1.3 0.225
H 1.3670 -1.7761 0.6205 -0.5 0.3 -0.3 0.209
H 0.7791 -1.9954 -1.0123 -0.2 -0.6 -0.1 0.203
H -0.5847 2.4787 0.5122 0.7 1.3 0.1 0.228
H 0.0064 2.5937 -1.1958 -0.3 -0.3 0.5 0.242
H 1.2643 2.5070 -0.0252 -0.4 0.2 0.7 0.252
H 2.6145 -0.1009 -1.0232 1.5 -0.8 0.9 0.509
```
Forces are in eV/Å.

***

No. 2
A 12-piece molecular cluster, C56H139F3N8O26 overall at a distorted geometry. Source: the OMol25 dataset; level of theory: the ωB97M-V functional and the def2-TZVPD basis.

Output
Max |F| in eV/Å: 4.12
Lowest unoccupied orbital energy in eV: -6.252
Total charge: +4
Electronic energy in eV: -133593.40820
Frontier orbital gap in eV: 8.414

The geometry in XYZ format:
```
232
Properties=species:S:1:pos:R:3:forces:R:3:lowdin_charge:R:1
C 1.7723 0.7289 0.8920 -1.1 -0.5 -0.9 -0.369
O 0.9221 -0.0690 0.1231 -0.8 -0.7 1.3 -0.071
O 2.5016 -0.0587 1.7668 0.5 0.8 0.4 0.002
C 2.5723 1.4039 -0.2054 0.2 -1.4 0.1 -0.610
F 1.7519 2.0731 -1.0016 -0.2 0.6 -0.6 0.160
F 3.4857 2.2393 0.2532 0.8 1.0 0.6 0.161
F 3.2332 0.4930 -0.9373 0.2 -0.1 -0.4 0.146
C -0.3561 -0.4683 0.8001 1.6 0.8 -0.2 -0.158
C -0.6145 -1.9110 0.5495 0.0 -0.5 -0.6 -0.052
H 0.1828 -2.5627 0.8685 0.5 0.0 0.3 0.065
H -1.4624 -2.1701 1.1207 -1.1 -0.5 0.8 0.048
H -0.8451 -2.2561 -0.4542 0.2 0.5 -0.4 0.083
H -1.0523 0.2447 0.3646 -0.5 -0.2 0.2 0.113
H -0.3175 -0.3306 1.9105 0.3 0.2 -0.8 0.136
H 1.1828 1.5503 1.3177 0.1 0.0 0.8 0.158
C -5.9178 1.4667 6.4766 -1.0 -3.1 -0.7 -0.042
O -4.6602 0.9303 6.9344 -0.6 2.0 0.6 -0.143
C -3.9236 0.1272 6.1166 -1.4 -2.1 -1.2 -0.230
C -4.3948 -1.3466 5.9843 0.9 0.2 -0.8 -0.069
N -3.8727 -2.1253 7.1593 -0.6 -0.2 -0.8 0.069
H -3.3915 -1.4787 7.7801 0.4 0.0 0.3 0.158
H -4.6705 -2.4691 7.6441 -0.7 -0.5 0.8 0.173
C -2.9660 -3.2299 6.7972 0.5 -0.6 -1.3 -0.085
C -1.6015 -2.6162 6.5321 -0.6 1.6 0.8 -0.169
O -1.3784 -1.7343 7.6607 0.8 -0.3 -0.6 -0.211
C -0.0365 -1.1960 7.6360 -0.2 -0.3 0.0 -0.055
H -6.0398 2.0880 5.5977 1.3 0.4 -0.4 0.083
H -6.4251 1.9569 7.2721 0.1 0.3 0.9 0.083
H -6.5396 0.5596 6.1994 0.2 0.9 0.4 0.094
H -2.9569 -0.0073 6.5672 0.8 0.6 -0.2 0.117
H -3.9033 0.3440 5.0558 0.3 1.2 -0.2 0.105
H -3.9740 -1.6855 5.0110 0.3 -0.2 0.9 0.110
H -5.4266 -1.5983 5.8604 -0.9 0.4 0.3 0.125
H -3.2976 -3.7059 5.8634 -0.3 0.4 0.2 0.146
H -3.0049 -4.0391 7.5190 0.3 0.4 0.6 0.144
H -1.5641 -2.0089 5.6035 -0.3 -0.3 0.3 0.139
H -0.8666 -3.3792 6.4213 0.8 -0.7 0.2 0.114
H 0.6607 -2.0245 7.7420 0.2 -0.1 0.0 0.093
H 0.1477 -0.5050 8.4657 -0.6 -0.2 -0.1 0.098
H 0.1484 -0.6848 6.6911 0.0 0.1 -0.1 0.076
C 1.8769 1.9717 6.7102 -0.1 0.0 0.3 -0.104
O 1.3103 1.4217 5.5443 0.6 0.0 -1.0 -0.201
C 1.4648 2.2326 4.3504 -0.6 -0.8 0.4 -0.194
C 2.8788 2.6200 3.9817 -0.5 -0.5 1.0 -0.183
N 3.6448 1.3937 3.8051 0.3 0.2 0.3 -0.057
H 3.6228 0.8857 4.7080 -0.3 0.2 -0.9 0.141
H 2.9784 0.5109 2.4852 -0.6 -0.5 -0.2 0.081
C 5.0560 1.6065 3.4709 -0.8 0.3 1.2 -0.186
C 5.4781 0.4526 2.6716 2.2 0.9 -2.7 -0.291
O 5.3169 -0.7825 3.2129 -1.6 -1.4 0.0 -0.193
C 6.2047 -1.0910 4.2187 1.3 -0.8 1.1 -0.100
H 2.9747 1.8733 6.7838 -0.2 0.4 -0.4 0.092
H 1.5143 1.3811 7.5503 -0.2 0.1 0.0 0.075
H 1.5369 3.0089 6.8142 0.3 0.0 0.2 0.105
H 0.9394 3.1468 4.4638 -0.9 0.9 0.3 0.089
H 0.9125 1.6501 3.5795 0.7 0.3 0.3 0.119
H 3.2947 3.2511 4.7759 0.0 0.0 0.1 0.128
H 2.8204 3.2816 3.1189 0.2 -0.4 -0.5 0.124
H 5.6770 1.7572 4.3806 -0.3 0.0 -0.5 0.137
H 5.1617 2.4731 2.8330 0.0 0.4 0.0 0.128
H 6.5413 0.6602 2.4497 0.1 -0.4 -0.1 0.140
H 4.9987 0.4522 1.6680 0.0 0.0 0.7 0.127
H 6.3578 -0.2631 4.9361 -0.3 -0.5 -0.1 0.099
H 7.1896 -1.3259 3.8005 0.1 0.1 0.0 0.101
H 5.8678 -2.0210 4.7191 0.0 0.7 0.0 0.101
C -2.3164 -5.1086 -11.6139 0.3 1.1 -1.8 -0.047
O -1.4913 -4.0333 -11.0991 -0.3 -0.1 0.2 -0.219
C -1.5875 -2.8922 -11.9051 -0.4 1.0 0.0 -0.233
C -0.7615 -1.7199 -11.3464 -1.1 0.5 -0.4 -0.068
N -1.3438 -1.0891 -10.0809 -0.4 0.1 -0.3 0.062
H -0.6999 -0.3677 -9.7419 0.1 0.0 0.0 0.160
H -2.2322 -0.5624 -10.2823 0.8 -0.9 0.1 0.209
C -1.4924 -2.0584 -8.9259 2.0 0.5 -1.1 -0.096
C -1.6448 -1.2768 -7.6877 -0.2 0.8 2.4 -0.224
O -0.6220 -0.3179 -7.6438 0.8 0.7 -0.7 -0.223
C -0.0870 0.0185 -6.3723 0.2 -1.3 1.0 -0.071
H -3.3866 -4.9832 -11.3866 0.4 0.1 0.2 0.098
H -1.9239 -6.0414 -11.2500 0.1 -0.2 0.2 0.087
H -2.1975 -5.0490 -12.7370 -0.3 -0.5 1.1 0.111
H -2.6552 -2.5349 -11.9772 0.7 -0.4 -0.2 0.149
H -1.1813 -3.0628 -12.9254 -0.4 0.0 0.4 0.147
H -0.7809 -0.8822 -12.0609 0.1 -0.5 0.0 0.145
H 0.2633 -1.9998 -11.1653 0.3 -0.1 0.4 0.137
H -0.4883 -2.5702 -8.9235 -1.2 0.2 0.1 0.154
H -2.2821 -2.7113 -9.1778 -0.7 -0.9 0.0 0.125
H -1.4993 -1.9305 -6.8128 -0.4 -0.2 -0.3 0.119
H -2.5849 -0.7131 -7.5359 -0.1 -0.7 -0.4 0.151
H 0.3900 -0.9087 -5.9205 -0.4 1.0 -0.4 0.110
H -0.8665 0.3527 -5.6416 0.5 0.0 -0.7 0.102
H 0.6965 0.7675 -6.5376 -0.4 -0.1 0.1 0.095
C 0.1906 -5.3788 3.6358 -0.4 0.6 1.2 -0.084
O 1.0601 -4.4789 3.0045 0.2 0.1 -0.3 -0.192
C 2.2948 -4.3836 3.6070 1.2 0.3 -0.4 -0.197
C 2.9968 -3.1241 3.0041 -1.0 -0.4 2.8 -0.121
N 3.1564 -3.1508 1.5938 0.6 0.9 -2.4 0.057
H 2.3463 -3.5129 1.0680 0.0 -0.7 -0.2 0.142
H 3.2135 -2.1542 1.3269 -0.2 -0.1 -0.2 0.154
C 4.4730 -3.7405 1.2297 1.0 0.7 -0.7 -0.063
C 4.9130 -3.3912 -0.2060 -0.9 -1.1 0.6 -0.200
O 4.0676 -4.1461 -1.0425 0.1 0.7 -0.7 -0.195
C 4.3001 -3.7640 -2.4121 -1.1 1.5 1.4 -0.053
H -0.7420 -4.8836 3.4498 -1.0 -0.6 0.0 0.088
H 0.3023 -5.5106 4.7456 0.3 0.7 -0.6 0.103
H 0.2772 -6.3722 3.2746 -0.1 -0.9 -0.9 0.084
H 2.8879 -5.3438 3.5322 -0.3 0.9 -0.2 0.153
H 2.1233 -4.2076 4.6589 0.4 0.2 0.6 0.115
H 3.9909 -3.0008 3.4461 -0.4 0.1 0.1 0.114
H 2.4221 -2.1975 3.1802 0.0 -0.6 0.5 0.141
H 4.4505 -4.8094 1.3875 0.0 -0.2 0.1 0.144
H 5.1041 -3.2111 1.9514 0.5 -0.6 -0.3 0.122
H 5.9265 -3.6674 -0.4771 0.6 -0.1 0.7 0.133
H 4.8664 -2.3037 -0.3373 -0.4 0.2 -0.3 0.120
H 4.3061 -2.6430 -2.3758 -0.2 -0.7 -0.7 0.090
H 3.4700 -4.1337 -3.0127 0.2 0.0 0.0 0.089
H 5.2731 -4.0596 -2.7262 0.8 -0.6 -0.5 0.078
C -2.0280 2.2604 4.1961 -0.9 -0.3 -0.1 -0.107
O -1.5494 3.5290 4.5008 0.0 0.9 0.2 -0.206
C -2.4646 4.4010 5.2124 0.4 -1.5 -0.4 -0.164
C -1.9759 5.7938 5.0315 0.4 0.6 -0.5 -0.196
N -1.9523 6.3110 3.6553 0.2 0.3 0.5 -0.059
H -0.7997 4.6853 3.0085 0.9 0.1 -0.2 0.102
H -2.8809 6.3530 3.2459 0.0 -0.2 0.2 0.116
C -1.4029 7.6816 3.5845 -1.9 1.4 -2.1 -0.161
C -2.2242 8.4662 2.4557 1.8 -2.1 0.0 -0.165
O -2.0242 7.8535 1.1123 -0.3 1.8 1.6 -0.213
C -2.3255 8.8999 0.1722 0.4 -1.3 -1.4 -0.127
H -1.4666 1.7875 3.4162 0.7 0.1 -0.5 0.076
H -3.0566 2.2521 3.8531 -0.5 0.4 -0.3 0.080
H -2.0518 1.5823 5.0191 0.4 -0.3 1.1 0.064
H -2.4965 4.1266 6.2675 0.3 0.1 0.2 0.132
H -3.4596 4.1727 4.8604 -0.6 0.3 -0.5 0.116
H -0.9369 5.7719 5.3322 0.4 0.1 0.3 0.128
H -2.4936 6.4648 5.7015 -0.3 0.2 0.4 0.123
H -0.3743 7.8276 3.2824 0.5 -0.9 0.1 0.108
H -1.5396 8.3325 4.4611 -0.2 -0.6 0.3 0.119
H -1.8321 9.4660 2.4029 -0.1 0.6 0.1 0.106
H -3.2704 8.4395 2.7265 -0.5 0.2 -0.1 0.115
H -2.3772 8.3765 -0.8184 -0.1 0.6 0.8 0.096
H -1.5639 9.6972 0.0741 0.0 -0.4 0.4 0.091
H -3.2750 9.3711 0.3905 -0.3 0.0 0.0 0.080
C 0.0230 -4.7426 -6.9530 -0.5 -1.9 1.4 -0.033
O 0.5858 -5.1958 -5.6562 -1.0 3.2 -2.4 -0.180
C 0.7305 -6.5321 -5.5538 0.0 -1.3 0.6 -0.269
C -0.5203 -7.2742 -5.0343 1.7 -0.5 2.4 -0.021
N -0.9058 -6.7291 -3.6039 -0.4 1.5 -3.7 0.086
H -1.1152 -7.4521 -2.9600 -0.7 -1.2 0.7 0.122
H -0.0917 -6.2934 -3.1860 0.4 0.8 0.3 0.090
C -2.0922 -5.7702 -3.6959 -0.8 -1.6 0.6 -0.057
C -2.9236 -5.9651 -2.3940 0.4 2.6 -0.1 -0.246
O -2.9765 -7.2801 -2.1576 0.3 -3.3 0.6 -0.200
C -3.8038 -7.8138 -1.1335 -0.3 -1.4 -0.2 -0.055
H 0.7224 -4.8931 -7.8117 -0.3 0.6 0.8 0.109
H -0.3775 -3.7538 -6.7408 0.6 0.2 -0.4 0.054
H -0.8702 -5.3816 -7.1572 0.5 0.4 -0.1 0.095
H 1.6114 -6.6176 -4.9285 -0.3 -0.6 1.1 0.139
H 1.1220 -7.0164 -6.4258 -0.3 -0.4 -1.2 0.125
H -0.1264 -8.2698 -4.8065 -0.4 -0.1 -0.2 0.134
H -1.4049 -7.3800 -5.6522 0.1 0.4 -0.1 0.118
H -2.6682 -6.1428 -4.5534 0.0 0.3 0.2 0.120
H -1.8081 -4.7385 -3.8384 0.5 0.0 0.0 0.122
H -3.9622 -5.5740 -2.4595 0.6 0.4 -0.2 0.142
H -2.3420 -5.4358 -1.6110 -0.5 0.0 0.0 0.135
H -3.6768 -8.9217 -1.1117 0.2 0.9 -0.4 0.110
H -4.8479 -7.6595 -1.3777 -0.3 0.3 -0.1 0.087
H -3.6289 -7.5159 -0.1044 0.5 0.7 0.0 0.090
C 5.4083 1.2897 -3.4950 0.1 1.3 0.4 -0.042
O 5.4636 2.5996 -2.8417 -0.5 0.8 -0.6 -0.212
C 4.3534 3.4904 -3.0922 0.3 -1.1 -0.3 -0.211
C 4.7067 4.9185 -2.6529 -0.5 -1.7 -0.9 -0.069
N 5.9519 5.4198 -3.4001 -0.3 -0.3 0.3 0.067
H 6.7702 4.7936 -3.1921 -0.9 0.1 -0.4 0.188
H 5.7767 5.5358 -4.4118 0.0 -1.1 0.5 0.193
C 6.4215 6.7774 -3.0307 -1.0 1.5 0.0 -0.108
C 7.8818 6.9333 -3.3818 -0.5 -1.0 0.2 -0.212
O 8.5529 6.0343 -2.5204 0.8 0.1 -0.6 -0.173
C 9.9035 5.9328 -2.9895 1.6 0.5 0.5 -0.078
H 6.4711 0.9963 -3.6079 -0.8 -0.2 0.2 0.104
H 4.9499 1.4271 -4.4804 0.1 -0.3 0.0 0.084
H 4.7987 0.6254 -2.8690 0.4 -0.1 -0.3 0.073
H 3.4599 3.1193 -2.5491 0.4 0.5 0.0 0.119
H 4.0271 3.5142 -4.1475 0.5 -0.3 0.0 0.126
H 4.8326 4.8112 -1.5902 0.8 0.8 0.4 0.134
H 3.7822 5.4709 -2.8616 0.7 0.6 -0.1 0.145
H 6.2856 6.8172 -1.9658 0.1 0.5 0.5 0.132
H 5.7320 7.5096 -3.5335 0.8 -0.6 0.5 0.165
H 8.2605 7.9340 -3.2717 -0.1 0.6 0.2 0.141
H 8.0680 6.6183 -4.4075 -0.1 0.1 -0.4 0.133
H 10.2467 6.7793 -3.5945 -0.6 0.2 0.0 0.096
H 10.1080 5.0762 -3.6090 -0.4 -0.7 -0.1 0.089
H 10.6443 5.9479 -2.1776 -0.7 -0.3 0.2 0.105
C -2.8221 -0.2034 -1.7457 -0.3 0.2 -1.1 -0.098
O -3.5728 0.5954 -0.8980 -0.7 2.3 0.4 -0.240
C -3.9090 1.9887 -1.3023 0.9 -1.1 1.3 -0.109
C -4.4616 2.6614 -0.0562 -1.2 0.4 -0.1 -0.165
N -5.5605 1.8915 0.5909 0.2 -0.9 -1.0 -0.099
H -5.9987 1.3109 -0.1362 -0.1 0.4 0.4 0.132
H -4.7581 0.7014 1.6149 -0.1 -0.2 0.7 0.099
C -6.5584 2.7327 1.2739 -0.7 -1.1 0.3 -0.161
C -7.7721 1.8547 1.7724 2.0 0.3 -0.5 -0.174
O -7.1733 1.0520 2.7820 -0.3 0.9 0.6 -0.229
C -7.8275 -0.1408 3.1538 0.7 0.0 -1.5 -0.081
H -2.3991 -0.9696 -1.1554 0.4 -0.9 0.5 0.051
H -2.0232 0.3282 -2.2176 0.6 0.6 -0.3 0.091
H -3.4513 -0.6391 -2.5128 -0.2 -0.2 -0.4 0.100
H -4.6118 1.9641 -2.1195 -0.3 -0.1 -0.3 0.121
H -2.9951 2.5394 -1.5920 -0.3 -0.4 0.0 0.134
H -4.8990 3.6442 -0.3691 0.7 -0.4 0.2 0.136
H -3.6695 2.7872 0.6813 0.1 0.3 -0.1 0.110
H -6.9621 3.4959 0.6096 0.2 0.4 0.0 0.116
H -6.0037 3.1298 2.1281 -0.5 0.4 0.0 0.125
H -8.0924 1.2759 0.8738 -0.1 0.0 0.7 0.130
H -8.5975 2.4950 2.1287 0.3 -0.3 0.0 0.131
H -8.8701 -0.0193 3.3675 -0.7 0.1 0.1 0.090
H -7.3115 -0.5962 3.9790 0.2 0.1 0.5 0.066
H -7.6470 -0.7744 2.2913 -0.6 -0.8 -0.1 0.091
C 0.7283 4.9728 0.2198 0.0 -2.2 -0.3 0.022
C -0.1697 4.3668 1.2652 -1.7 -0.7 -0.4 -0.575
O -1.1012 3.6052 1.0285 0.7 0.3 -0.2 0.052
O 0.0674 4.7777 2.5012 -0.1 0.2 0.0 0.064
H 0.5479 4.5761 -0.8096 -0.3 0.6 1.0 0.100
H 1.7234 4.6609 0.4914 0.7 0.1 0.1 0.065
H 0.6586 6.0099 0.3434 -0.1 1.6 -0.2 0.068
O -3.8018 -1.2915 0.7753 0.4 -1.1 0.1 0.136
C -3.7406 -0.9578 2.0479 -0.9 -0.2 0.3 -0.702
O -3.2702 -1.6843 2.8796 0.7 -0.7 0.8 0.082
O -4.3392 0.1553 2.3815 -0.2 1.4 -0.3 0.106
H -3.9201 -0.4943 0.2544 -0.3 0.8 -0.8 0.046
O 1.4970 -4.9892 -0.1007 -0.2 -2.0 -1.4 -0.052
C 0.8258 -5.4790 -1.3652 -0.3 1.4 1.5 -0.728
O 0.3822 -6.6316 -1.3237 0.7 -0.3 0.4 -0.009
O 0.6931 -4.6167 -2.2323 0.2 0.1 -0.3 -0.009
H 1.8623 -5.8599 0.1910 -0.5 1.0 0.2 0.096
```
Forces are in eV/Å.